ORCA calculation (the ωB97M-V functional and the def2-TZVPD basis) on a structure of composition C2H27HgO12 in a non-equilibrium geometry.

Results
DFT total energy ... -1148.15906 a.u.
Highest occupied orbital energy ... -12.87 eV
Net charge ... +1
Kohn-Sham gap ... 3.21 eV
Lowest unoccupied orbital energy ... -9.668 eV

Cartesian coordinates (Å):
H: -32.419 6.730 -20.364
C: -29.177 1.834 -20.764
C: -29.359 0.331 -20.965
H: -22.823 1.066 -16.642
O: -23.850 4.240 -22.553
H: -26.889 -1.703 -25.770
O: -23.470 1.379 -17.274
H: -29.826 2.240 -19.988
H: -29.832 6.186 -16.167
Hg: -26.203 3.784 -16.810
H: -28.696 0.417 -16.177
H: -25.300 0.335 -21.079
O: -29.044 6.145 -16.708
H: -24.677 -0.429 -22.228
H: -35.581 4.289 -20.671
O: -31.604 7.209 -20.212
H: -27.516 -0.318 -15.578
O: -24.747 -0.422 -21.273
H: -30.918 6.617 -20.518
H: -30.379 -0.249 -26.638
O: -27.869 2.204 -20.330
H: -33.113 4.266 -23.376
H: -27.711 -2.972 -25.686
H: -30.999 0.982 -27.264
H: -24.357 -2.821 -19.103
H: -24.546 3.939 -21.969
H: -24.486 -4.294 -18.780
O: -32.997 4.426 -24.312
H: -29.449 2.319 -21.701
H: -30.398 0.013 -21.044
H: -23.806 5.185 -22.408
H: -34.793 3.200 -19.974
H: -29.071 6.946 -17.233
H: -33.532 3.756 -24.738
O: -34.690 3.964 -20.541
H: -28.885 -0.259 -20.181
O: -23.884 -3.553 -18.708
H: -23.733 0.596 -17.757
H: -28.924 0.129 -21.944
O: -27.782 -2.019 -25.628
O: -31.167 0.056 -27.089
O: -27.830 0.560 -15.794